The following is a quantum chemistry calculation of an isolated ion of composition C6H14NO and charge +1 in a non-equilibrium geometry, from OMol25.

The geometry in ORCA input format:
```
! wB97M-V def2-TZVPD RIJCOSX def2/J DEFGRID3
* xyz 1 1
O 2.52 -0.16 -2.79
C 1.38 -0.55 -2.45
C 0.71 -0.13 -1.03
C 0.26 -1.32 -0.05
C -1.05 -1.08 0.62
C -1.35 -0.02 1.62
C -1.39 1.40 0.95
N 1.70 0.71 -0.25
H 0.75 -1.16 -3.10
H -0.27 0.47 -1.24
H 0.87 -1.53 0.78
H 0.47 -2.21 -0.67
H -1.46 -2.09 0.91
H -1.86 -0.88 -0.19
H -0.60 0.21 2.46
H -2.37 0.00 1.98
H -1.34 2.07 1.87
H -0.55 1.73 0.22
H -2.29 1.55 0.56
H 2.30 0.29 0.47
H 2.25 1.26 -1.06
H 1.31 1.43 0.38
*
```

Computed properties:
Maximum force ... 5.71 eV/A
Energy relative to the best compared isomer or geometry (same formula, charge and spin) ... 284.5 kJ/mol
SMILES string ... CCCC[C@@H]([NH3+])C=O